Record 1
# C10H22N4O

A molecular structure, C10H22N4O (ωB97M-V with the def2-TZVPD basis set, the Open Molecules 2025 dataset).

Last column: Löwdin charge in e.
Geometry (Å):
C (2.113, -0.327, -0.983)  -0.14
C (-2.179, 2.266, 0.992)  0.03
C (-2.522, 1.770, -0.211)  -0.16
C (2.977, -1.972, 0.227)  -0.14
C (1.827, -1.442, 1.123)  0.02
C (3.061, 1.425, 0.967)  0.03
C (-2.972, 0.269, -0.204)  -0.16
C (-0.947, -0.358, -1.656)  0.06
C (-2.439, -0.467, -1.512)  -0.27
C (1.567, 1.150, 0.764)  -0.34
N (2.909, -1.219, -0.954)  0.13
N (-2.760, -1.959, -1.474)  0.23
N (1.254, -0.250, 0.235)  -0.19
N (-0.146, -0.535, 0.104)  0.10
O (0.792, 1.276, 1.938)  0.01
H (2.023, 0.467, -1.698)  0.15
H (-1.917, 3.404, 1.155)  0.13
H (-2.099, 1.620, 1.789)  0.03
H (-2.825, 2.390, -1.038)  0.11
H (4.030, -1.923, 0.639)  0.16
H (2.805, -3.035, 0.078)  0.13
H (1.063, -2.198, 1.368)  0.14
H (2.199, -0.857, 1.940)  0.10
H (3.512, 0.824, 1.694)  0.08
H (3.592, 1.454, -0.026)  0.12
H (3.128, 2.463, 1.265)  0.11
H (-4.112, 0.229, -0.058)  0.15
H (-2.776, -0.223, 0.784)  0.12
H (-0.514, 0.589, -1.861)  0.09
H (-0.472, -1.180, -2.129)  0.09
H (-2.944, 0.076, -2.316)  0.17
H (1.104, 1.776, -0.009)  0.16
H (-2.578, -2.580, -2.317)  0.22
H (-3.809, -2.061, -1.360)  0.20
H (-2.446, -2.361, -0.649)  0.13
H (-0.802, 0.076, 0.645)  0.07
H (1.303, 1.424, 2.750)  0.13

Summary:
Energy relative to the best compared isomer or geometry (same formula, charge and spin) in eV: 2.584
HOMO in eV: -16.4
Charge: +2
Kohn-Sham gap in eV: 10.1

=====

Record 2
# C10H23B

C10H23B in the gas phase (ωB97M-V with the def2-TZVPD basis set, the Open Molecules 2025 dataset).

Last column: Löwdin charge in e.
Geometry (Å):
B (0.006, 0.108, -0.816)  -0.12
C (2.438, -0.694, -1.712)  0.02
C (-1.457, -1.669, 0.485)  -0.08
C (3.404, -0.334, 1.217)  -0.08
C (2.290, 1.780, 0.482)  -0.07
C (-3.940, -0.183, -0.600)  -0.08
C (-2.447, 1.227, 0.836)  -0.06
C (1.338, -0.486, -0.244)  -0.19
C (-1.405, -0.591, -0.605)  -0.30
C (2.071, 0.312, 0.837)  -0.44
C (-2.550, 0.442, -0.472)  -0.43
H (0.039, 1.076, -1.477)  0.09
H (2.838, 0.273, -1.964)  0.04
H (1.808, -1.081, -2.499)  0.04
H (3.197, -1.402, -1.423)  0.04
H (-1.237, -1.246, 1.461)  0.08
H (-0.723, -2.444, 0.279)  0.07
H (-2.433, -2.145, 0.526)  0.07
H (4.132, -0.200, 0.422)  0.07
H (3.801, 0.124, 2.121)  0.08
H (3.280, -1.399, 1.401)  0.08
H (1.343, 2.285, 0.315)  0.07
H (2.893, 1.874, -0.417)  0.07
H (2.812, 2.283, 1.293)  0.08
H (-4.160, -0.828, 0.246)  0.07
H (-4.697, 0.598, -0.628)  0.08
H (-4.019, -0.765, -1.514)  0.08
H (-3.194, 2.019, 0.861)  0.08
H (-1.461, 1.677, 0.931)  0.07
H (-2.618, 0.579, 1.691)  0.08
H (1.253, -1.512, 0.108)  0.09
H (-1.587, -1.108, -1.563)  0.14
H (1.419, 0.276, 1.721)  0.14
H (-2.432, 1.153, -1.298)  0.13

Summary:
Energy relative to the best compared isomer or geometry (same formula, charge and spin) in eV: 0.000
HOMO in eV: -9.6
Charge: 0
SMILES: CC(C)[C@H](C)B[C@@H](C)C(C)C
Kohn-Sham gap in eV: 10.4

=====

Record 3
# C10H23BN2O10P2S

C10H23BN2O10P2S in the gas phase (ωB97M-V with the def2-TZVPD basis set, the Open Molecules 2025 dataset).

Last column: Löwdin charge in e.
Geometry (Å):
C (4.134, -1.960, 1.492)  -0.11
O (2.820, -2.475, 1.083)  -0.23
C (2.694, -2.040, -0.304)  -0.24
C (1.253, -2.287, -0.927)  -0.16
C (0.024, -1.786, -0.022)  -0.17
C (-1.157, -1.355, -1.008)  -0.13
C (-1.535, 0.186, -1.024)  -0.51
P (-2.888, 0.821, 0.185)  0.95
P (-3.622, -0.803, 1.437)  0.41
O (-2.404, -1.464, 2.090)  -0.37
O (-4.556, -0.134, 2.690)  -0.21
O (-4.593, -1.861, 0.552)  -0.19
O (-2.294, 0.286, -2.297)  -0.28
S (-1.236, 0.537, -3.594)  0.81
O (-1.691, 1.478, -4.662)  -0.27
O (-0.731, -0.672, -4.311)  -0.28
O (0.018, 1.123, -2.613)  -0.17
C (-0.435, 1.319, -1.221)  -0.32
C (0.881, 1.342, -0.329)  -0.10
C (0.652, 1.556, 1.233)  -0.10
C (1.789, 0.788, 2.082)  -0.41
N (1.400, -0.322, 2.947)  0.10
O (2.945, 1.243, 1.958)  0.04
B (-1.000, 2.881, -1.303)  -0.46
N (-0.384, 4.038, -0.568)  0.14
O (-2.184, 3.220, -2.080)  0.05
H (4.623, -2.605, 2.283)  0.10
H (4.824, -1.779, 0.603)  0.10
H (3.931, -0.932, 1.946)  0.07
H (3.098, -0.977, -0.466)  0.12
H (3.418, -2.714, -0.895)  0.13
H (1.087, -3.409, -1.092)  0.13
H (1.251, -1.828, -1.978)  0.12
H (-0.342, -2.714, 0.542)  0.12
H (0.300, -1.031, 0.773)  0.08
H (-2.097, -1.922, -0.669)  0.11
H (-0.915, -1.795, -2.036)  0.12
H (-2.319, 1.765, 1.114)  -0.04
H (-4.517, 0.843, 2.686)  0.06
H (-5.345, -1.320, 0.220)  0.08
H (1.565, 2.170, -0.730)  0.14
H (1.509, 0.388, -0.433)  0.10
H (0.734, 2.646, 1.573)  0.12
H (-0.333, 1.092, 1.594)  0.09
H (2.014, -1.139, 2.842)  0.07
H (1.413, -0.058, 3.944)  0.10
H (-0.579, 4.016, 0.436)  0.07
H (0.609, 4.160, -0.780)  0.08
H (-1.833, 3.485, -2.964)  0.11

Summary:
HOMO in eV: -9.6
Charge: 0
SMILES: COCCCC[C@]1(PP(=O)(O)O)OS(=O)(=O)O[C@@]1(CCC(N)=O)B(N)O
Kohn-Sham gap in eV: 9.3